Record 1
C24H26N4O5 in the gas phase, computed with ωB97M-V/def2-TZVPD.

XYZ file:
```
59
C24H26N4O5, DFT ωB97M-V/def2-TZVPD
O -2.344 0.050 -1.686
C -1.417 -0.697 -1.411
N -0.451 -0.310 -0.548
C 0.766 -1.002 -0.200
H 0.835 -1.959 -0.710
C 1.973 -0.138 -0.572
N 1.890 1.143 0.105
C 0.684 1.837 -0.306
C -0.529 0.993 0.077
H -1.453 1.472 -0.250
H -0.541 0.860 1.165
H 0.635 2.798 0.211
H 0.667 2.024 -1.395
C 3.090 1.937 -0.089
C 4.271 1.316 0.609
C 4.120 0.827 1.899
C 5.176 0.252 2.599
C 6.389 0.192 1.958
C 6.551 0.683 0.663
C 5.509 1.243 -0.033
H 5.649 1.615 -1.035
O 7.849 0.498 0.265
C 8.502 -0.122 1.352
O 7.583 -0.312 2.406
H 8.904 -1.098 1.033
H 9.332 0.516 1.696
H 5.054 -0.129 3.599
H 3.147 0.892 2.360
H 2.903 2.925 0.346
H 3.320 2.081 -1.159
H 2.890 -0.638 -0.256
H 2.002 -0.010 -1.670
H 0.770 -1.178 0.882
C -1.300 -2.094 -2.002
H -0.948 -2.789 -1.240
C -2.642 -2.589 -2.544
H -3.134 -1.781 -3.088
C -3.571 -3.067 -1.425
N -3.946 -1.964 -0.551
C -3.172 -1.752 0.567
O -2.290 -2.506 0.924
N -3.473 -0.633 1.297
C -4.386 0.324 0.923
C -4.556 1.496 1.656
C -5.491 2.426 1.248
C -6.263 2.204 0.113
C -6.095 1.047 -0.617
C -5.158 0.096 -0.218
C -4.952 -1.119 -1.011
O -5.600 -1.407 -1.992
H -6.672 0.848 -1.507
H -6.989 2.941 -0.196
H -5.620 3.335 1.816
H -3.953 1.669 2.535
H -2.897 -0.476 2.113
H -4.491 -3.466 -1.856
H -3.082 -3.824 -0.809
H -2.476 -3.423 -3.227
H -0.568 -2.054 -2.813
```

## Properties
SMILES: O=C(CCCn1c(=O)[nH]c2ccccc2c1=O)N1CCN(Cc2ccc3c(c2)OCO3)CC1
net charge: 0
ΔE to the lowest compared entry with this formula, charge and spin: 134.14 kJ/mol
DFT total energy: -41509.8582 eV
HOMO level: -8.1 eV
HOMO-LUMO gap: 8.7 eV

Mulliken population analysis, charges in e, atoms 1 to 4: atom 1 (O): -0.644, atom 2 (C): 0.676, atom 3 (N): 0.432, atom 4 (C): -0.953


Record 2
A molecular structure, C12H28AlN4O4S, computed with ωB97M-V/def2-TZVPD.

XYZ file:
```
50
C12H28AlN4O4S, DFT ωB97M-V/def2-TZVPD
C 1.014 2.785 0.950
C 0.707 1.535 -0.065
C 0.896 2.227 -1.542
O 2.263 2.009 -2.071
N 2.578 3.215 -2.629
O 3.516 3.658 -1.958
O 1.768 0.559 0.353
Al 1.016 -0.434 1.773
N 1.303 0.125 3.597
C 1.498 -2.426 1.739
C 3.074 -2.551 1.192
C 3.066 -3.174 -0.330
C 3.438 -2.058 -1.483
N 2.572 -2.171 -2.732
O -0.744 0.127 1.392
C -0.777 0.770 0.036
S -0.871 -0.734 -1.075
C -2.017 1.835 0.110
C -3.162 1.668 -1.049
C -4.527 0.886 -0.570
C -4.288 -0.325 0.508
N -5.019 -1.571 -0.034
H 0.235 3.658 0.918
H 2.049 3.260 0.592
H 1.151 2.476 2.082
H 0.780 3.402 -1.384
H 0.102 1.860 -2.320
H 0.835 -0.606 4.212
H 0.714 0.984 3.728
H 1.538 -2.859 2.850
H 0.757 -3.075 1.095
H 3.716 -3.298 1.862
H 3.589 -1.482 1.189
H 3.858 -4.047 -0.381
H 2.025 -3.639 -0.624
H 4.548 -2.315 -1.837
H 3.451 -0.956 -1.073
H 1.571 -2.364 -2.488
H 2.656 -1.255 -3.228
H -1.700 -1.742 -0.537
H -2.532 1.749 1.183
H -1.640 2.963 0.051
H -3.509 2.774 -1.335
H -2.799 1.182 -2.049
H -5.288 1.680 -0.105
H -5.063 0.451 -1.517
H -4.854 -0.042 1.513
H -3.173 -0.642 0.668
H -5.918 -1.706 0.519
H -4.403 -2.368 0.306
```

## Properties
net charge: -1
DFT total energy: -44476.4306 eV
HOMO level: -5.2 eV
HOMO-LUMO gap: 7.3 eV

Mulliken population analysis, charges in e, atoms 1 to 4: atom 1 (C): -1.262, atom 2 (C): 1.119, atom 3 (C): -0.559, atom 4 (O): -0.139


Record 3
C3H6O3 in the gas phase, computed with ωB97M-V/def2-TZVPD.

XYZ file:
```
12
C3H6O3, DFT ωB97M-V/def2-TZVPD
C 1.296 -0.371 0.025
C -0.715 -0.337 -1.066
C -0.670 0.696 0.932
H 1.741 -1.309 0.053
H 2.055 0.459 0.361
H -1.045 0.075 -2.037
H -0.752 -1.554 -1.014
H -0.354 1.768 0.964
H -1.032 0.656 1.959
O 0.667 -0.217 -1.148
O -1.422 0.383 -0.120
O 0.230 -0.251 1.090
```

## Properties
SMILES: C1OCOCO1
net charge: 0
ΔE to the lowest compared entry with this formula, charge and spin: 360.21 kJ/mol
DFT total energy: -9347.5834 eV
HOMO level: -9.5 eV
HOMO-LUMO gap: 10.4 eV

Mulliken population analysis, charges in e, atoms 1 to 4: atom 1 (C): -0.127, atom 2 (C): -0.176, atom 3 (C): -0.107, atom 4 (H): 0.290